DFT (ωB97M-V with the def2-TZVPD basis set) results for 22 unconnected molecules or ions with the total composition C44H42Br2Cl63NO5 at a distorted geometry.

**LUMO energy**: -0.69 eV
**Maximum force**: 3.706 eV/Å
**2S+1**: 1
**Charge**: 0
**Highest occupied orbital energy**: -9.46 eV

Structure (XYZ):
```
157
Properties=species:S:1:pos:R:3:mulliken_charge:R:1
C -3.85742 3.19873 7.37825 -1.06
C -5.23303 3.33855 6.74913 -0.47
C -5.20679 3.26288 5.20447 -0.38
C -5.36772 1.78033 4.79402 -1.74
C -4.07004 0.99935 4.81504 2.12
C -3.94788 -0.06429 5.69149 0.91
C -5.00047 -0.48059 6.69839 -1.28
O -5.93663 -1.48027 6.25024 -0.37
O -5.89811 -1.67802 4.84057 -0.13
C -2.80654 -0.80303 5.73974 -1.10
C -1.78130 -0.49448 4.90320 0.63
C -1.86663 0.54935 4.03902 0.34
C -3.00902 1.31998 3.97264 -0.79
N -2.99723 2.39676 3.02619 0.26
C -3.90095 2.31582 2.18312 0.36
O -4.88977 2.56042 1.56822 -0.59
C -0.63963 0.81838 3.16513 -0.74
O -0.26167 1.94491 2.92095 -0.56
C 0.07169 -0.41245 2.67714 0.74
C 0.13036 -1.44245 3.58521 1.50
C 0.73821 -2.61824 3.30018 -1.47
C 1.29176 -2.76585 2.06420 -1.11
C 1.24968 -1.75540 1.15922 -0.57
C 0.64405 -0.54490 1.43416 0.76
C 0.59377 0.55398 0.38361 -0.60
Br -0.28480 -0.20984 -1.19969 -0.09
C 1.96625 1.21023 0.05042 1.24
C 2.85520 0.39704 -0.89516 -1.05
Br 1.56956 2.91124 -0.88718 -0.14
C -0.51080 -1.25647 4.91832 -0.75
O -0.01899 -1.70326 5.93528 -0.60
H -3.31300 2.30451 7.08257 0.01
H -3.90606 3.19734 8.46218 0.46
H -3.26515 4.03787 7.03165 0.15
H -5.62136 4.31782 7.02777 0.42
H -5.95932 2.60524 7.09387 0.26
H -5.98829 3.86843 4.76485 0.52
H -4.22748 3.61615 4.89503 0.12
H -5.73182 1.71344 3.76876 0.14
H -6.13089 1.34078 5.41916 1.01
H -4.46953 -0.89124 7.55236 0.45
H -5.53608 0.38325 7.07770 0.15
H -6.64682 -1.11155 4.58398 0.22
H -2.73004 -1.60723 6.45275 0.60
H 0.73317 -3.38848 4.05403 0.59
H 1.77449 -3.71837 1.84010 0.42
H 1.68760 -1.89965 0.18486 0.68
H -0.06877 1.33573 0.71759 0.67
H 2.54079 1.37684 0.96210 -0.71
H 3.11670 -0.55661 -0.44598 0.25
H 3.79195 0.94001 -1.00392 0.45
H 2.46293 0.26973 -1.90165 0.03
C 1.88867 -6.92992 0.04228 -0.10
Cl 1.80909 -5.30139 0.74938 -0.14
Cl 1.24179 -6.91465 -1.59925 0.00
Cl 3.54605 -7.52669 0.07710 -0.01
H 1.27959 -7.59025 0.64144 0.17
C 2.28166 -10.40970 2.78593 -0.01
Cl 1.07494 -11.22485 1.79192 -0.12
Cl 3.89991 -10.65407 2.13255 -0.10
Cl 1.91329 -8.68630 2.92003 -0.10
H 2.24968 -10.83738 3.77849 0.34
C -9.66845 -1.33249 2.91815 -0.02
Cl -10.78701 -0.62996 1.75653 -0.12
Cl -8.26465 -0.27730 3.13491 -0.05
Cl -10.46527 -1.63385 4.46085 -0.12
H -9.31697 -2.27717 2.52562 0.30
C 4.41279 0.79327 3.47889 -0.15
Cl 6.09466 0.30777 3.70547 -0.14
Cl 4.28921 2.15205 2.36771 -0.03
Cl 3.43210 -0.51829 2.85973 0.03
H 4.01439 1.09247 4.43953 0.32
C 2.13549 -0.46802 -5.41571 0.53
Cl 1.91715 0.84735 -4.26226 -0.06
Cl 2.52665 -1.97927 -4.58625 -0.03
Cl 0.69616 -0.66278 -6.41480 -0.09
H 2.96383 -0.21218 -6.06074 -0.33
C 4.20411 -7.47936 -4.86312 0.12
Cl 3.16946 -8.44831 -5.92035 -0.13
Cl 4.13643 -5.77894 -5.31456 -0.04
Cl 3.74427 -7.68064 -3.17660 0.00
H 5.22136 -7.81936 -4.98630 0.03
C -1.11196 5.47756 2.16186 0.65
Cl -1.18747 7.12672 2.79981 -0.10
Cl -1.84252 5.40334 0.55704 -0.16
Cl 0.55205 4.93028 2.12284 -0.02
H -1.67265 4.82217 2.81807 -0.44
C 1.17896 -3.68558 -9.00071 -0.23
Cl 2.20761 -4.37249 -7.74935 0.04
Cl -0.49740 -3.62085 -8.44553 -0.13
Cl 1.74197 -2.07870 -9.47575 -0.10
H 1.22378 -4.33072 -9.86759 0.41
C 7.23648 -6.34030 1.95376 0.00
Cl 7.17371 -6.39716 0.19028 -0.11
Cl 7.55599 -4.69831 2.51322 -0.12
Cl 5.73824 -6.95737 2.64843 -0.08
H 8.04843 -6.97366 2.28338 0.29
C -4.77976 7.68371 3.27291 0.53
Cl -4.66036 5.92670 3.16267 -0.02
Cl -5.66485 8.33638 1.89542 -0.13
Cl -5.55768 8.16882 4.78850 -0.13
H -3.77626 8.08920 3.25412 -0.26
C -4.08137 -1.67118 1.24607 0.29
Cl -5.26432 -2.66540 0.38169 -0.16
Cl -2.46252 -2.07382 0.73606 0.05
Cl -4.42086 0.06137 1.01563 -0.17
H -4.16350 -1.88526 2.30604 0.00
C -1.98127 -1.28754 -11.02059 0.81
Cl -3.29009 -0.85647 -9.91779 -0.14
Cl -2.58769 -2.26682 -12.35517 -0.11
Cl -1.17907 0.16266 -11.62788 -0.15
H -1.25504 -1.87499 -10.47421 -0.44
C -3.51612 11.66011 6.24854 -0.12
Cl -5.21007 12.10858 6.44477 -0.12
Cl -2.97517 10.65835 7.60023 -0.10
Cl -3.26184 10.83108 4.71659 -0.01
H -2.92417 12.56498 6.24499 0.36
C 5.82899 -0.83409 -8.17727 0.72
Cl 5.49544 0.24728 -6.82032 -0.13
Cl 4.64881 -2.15176 -8.23904 0.02
Cl 5.83289 0.06226 -9.69824 -0.14
H 6.82414 -1.24833 -8.03371 -0.47
C -1.45887 11.98526 0.83919 -0.05
Cl -1.61969 13.35409 1.94319 -0.12
Cl -1.03482 10.51753 1.71967 -0.05
Cl -2.94466 11.75177 -0.08084 -0.12
H -0.66028 12.20435 0.14397 0.34
C -1.02612 -7.73410 -5.18746 -0.02
Cl -1.44464 -7.01829 -6.74354 -0.11
Cl 0.12175 -6.71533 -4.32064 0.00
Cl -2.47308 -8.01063 -4.21645 -0.14
H -0.55481 -8.69014 -5.37146 0.28
C 7.38913 -6.29742 -7.55703 -0.09
Cl 7.68648 -4.80272 -6.67218 -0.07
Cl 7.45140 -7.68865 -6.46691 -0.13
Cl 5.84727 -6.22157 -8.40235 -0.06
H 8.17263 -6.41948 -8.29221 0.37
C 5.80376 5.73439 1.34940 0.07
Cl 4.60276 4.89151 0.37260 -0.05
Cl 7.42617 5.48549 0.70015 -0.13
Cl 5.43037 7.45550 1.45206 -0.12
H 5.77438 5.32248 2.34932 0.23
C 9.62580 -0.16613 -6.62477 -0.06
Cl 9.05000 -1.54278 -7.58024 -0.13
Cl 9.40188 1.33882 -7.51222 -0.10
Cl 8.80853 -0.10534 -5.06618 -0.09
H 10.68349 -0.30363 -6.44709 0.36
C -0.41001 -2.70760 -15.88986 -0.03
Cl -0.65214 -1.40972 -14.72441 -0.05
Cl -0.01830 -4.22043 -15.06539 -0.12
Cl -1.83654 -2.90751 -16.90952 -0.12
H 0.42432 -2.44485 -16.52533 0.33
C -2.32128 7.57508 9.22752 0.36
Cl -0.63973 7.85678 8.77623 -0.12
Cl -2.98787 6.20802 8.33540 -0.06
Cl -2.46681 7.31654 10.96684 -0.14
H -2.89242 8.45576 8.96887 -0.04
```